{"formula": "C77H164N8O15S2", "method": "the ωB97M-V functional and the def2-TZVPD basis", "homo_ev": -7.50, "orbital_gap_ev": 7.856, "symbols": ["C", "C", "C", "C", "C", "C", "C", "C", "C", "N", "O", "H", "H", "H", "H", "H", "H", "H", "H", "H", "H", "H", "H", "H", "H", "H", "H", "H", "H", "H", "C", "C", "C", "C", "C", "C", "C", "C", "C", "N", "O", "H", "H", "H", "H", "H", "H", "H", "H", "H", "H", "H", "H", "H", "H", "H", "H", "H", "H", "H", "C", "C", "C", "C", "C", "C", "C", "C", "C", "N", "O", "H", "H", "H", "H", "H", "H", "H", "H", "H", "H", "H", "H", "H", "H", "H", "H", "H", "H", "H", "C", "C", "C", "C", "C", "C", "C", "C", "C", "N", "O", "H", "H", "H", "H", "H", "H", "H", "H", "H", "H", "H", "H", "H", "H", "H", "H", "H", "H", "H", "C", "C", "C", "C", "C", "C", "C", "C", "C", "N", "O", "H", "H", "H", "H", "H", "H", "H", "H", "H", "H", "H", "H", "H", "H", "H", "H", "H", "H", "H", "C", "C", "C", "C", "C", "C", "C", "C", "C", "N", "O", "H", "H", "H", "H", "H", "H", "H", "H", "H", "H", "H", "H", "H", "H", "H", "H", "H", "H", "H", "C", "C", "C", "C", "C", "C", "C", "C", "C", "N", "O", "H", "H", "H", "H", "H", "H", "H", "H", "H", "H", "H", "H", "H", "H", "H", "H", "H", "H", "H", "C", "C", "C", "C", "C", "C", "C", "C", "C", "N", "O", "H", "H", "H", "H", "H", "H", "H", "H", "H", "H", "H", "H", "H", "H", "H", "H", "H", "H", "H", "C", "C", "O", "S", "C", "O", "O", "H", "H", "H", "H", "H", "H", "H", "H", "O", "S", "O", "O", "C", "C", "O", "H", "H", "H", "H"], "positions_angstrom": [[-1.1421, -4.6964, 3.9131], [-1.3381, -3.1665, 4.2702], [-0.2591, -2.3244, 3.5078], [-2.7336, -2.6634, 3.8588], [-3.9073, -2.9280, 4.8623], [-3.5900, -2.5582, 6.2736], [-2.2347, -3.1615, 6.6904], [-1.9791, -2.4843, 8.0163], [-2.3746, -4.7179, 6.8928], [-1.1992, -2.8688, 5.7013], [-0.0248, -3.3641, 6.1533], [-0.9941, -4.8050, 2.8386], [-0.2634, -5.2349, 4.2681], [-2.0418, -5.3025, 4.0189], [-0.3703, -2.3104, 2.4236], [-0.3731, -1.3049, 3.8762], [0.7512, -2.6452, 3.7619], [-2.8054, -1.5956, 3.6520], [-3.0440, -3.1585, 2.9386], [-4.8425, -2.4562, 4.5605], [-4.2004, -3.9730, 4.7622], [-4.3402, -2.8611, 7.0041], [-3.6172, -1.4726, 6.3672], [-2.7934, -2.6487, 8.7220], [-1.7699, -1.4181, 7.9292], [-1.0520, -2.8048, 8.4916], [-2.8075, -5.2479, 6.0444], [-3.0845, -4.9445, 7.6883], [-1.4900, -5.2585, 7.2297], [0.4984, -2.5842, 6.3523], [4.1539, -3.5083, -6.9091], [4.5913, -2.2314, -6.1535], [6.0893, -1.9469, -6.3280], [3.7768, -1.0359, -6.7659], [3.3948, 0.1589, -5.9207], [2.8461, -0.4421, -4.6379], [3.7987, -1.2976, -3.8368], [5.0609, -0.5160, -3.3580], [2.9620, -1.8096, -2.6217], [4.2204, -2.4058, -4.7053], [4.8103, -3.4441, -4.0229], [4.5807, -3.6776, -7.8977], [4.4584, -4.4173, -6.3904], [3.0834, -3.7111, -6.8799], [6.2772, -0.9028, -6.0778], [6.8185, -2.5357, -5.7716], [6.2317, -1.8050, -7.3993], [4.1448, -0.7639, -7.7552], [2.8328, -1.5262, -7.0034], [4.1791, 0.8870, -5.7138], [2.6232, 0.7258, -6.4415], [1.9701, -1.0164, -4.9393], [2.5470, 0.3315, -3.9307], [5.6891, -1.0987, -2.6842], [4.6341, 0.1446, -2.6034], [5.5509, 0.1542, -4.0643], [2.6014, -0.9427, -2.0681], [3.5277, -2.4458, -1.9409], [2.0918, -2.3525, -2.9904], [5.7166, -3.1293, -3.9913], [-2.4529, 4.1558, -3.7544], [-0.9056, 3.7897, -3.5963], [-0.4901, 2.5511, -4.4403], [-0.1767, 5.0733, -4.0586], [1.1988, 5.1877, -3.5452], [1.4355, 4.9636, -2.0362], [0.7011, 3.6254, -1.5675], [1.5281, 2.3676, -1.8747], [0.6674, 3.6642, -0.0145], [-0.6585, 3.5520, -2.1597], [-1.4075, 2.5598, -1.5636], [-2.6284, 5.1571, -3.3610], [-2.8312, 4.0666, -4.7728], [-3.0298, 3.4881, -3.1146], [-0.5332, 1.6778, -3.7895], [-1.1237, 2.3729, -5.3091], [0.5258, 2.3983, -4.8043], [-0.0226, 4.9560, -5.1313], [-0.6698, 6.0315, -3.8950], [1.8327, 4.4576, -4.0484], [1.6067, 6.1865, -3.7007], [0.9491, 5.7758, -1.4961], [2.4906, 5.0009, -1.7652], [0.9753, 1.4340, -1.7707], [2.3066, 2.2058, -1.1292], [1.8982, 2.3346, -2.8994], [1.7077, 3.5860, 0.3012], [0.1044, 2.9242, 0.5544], [0.1507, 4.5902, 0.2378], [-2.1709, 3.0888, -1.3209], [3.3239, 1.5209, 3.2125], [4.5814, 2.3430, 2.8800], [4.3179, 3.1604, 1.6118], [4.8000, 3.2826, 4.1210], [6.2770, 3.6271, 4.4606], [7.3236, 2.4365, 4.3303], [7.1891, 1.6311, 3.0060], [7.5899, 2.5898, 1.8188], [8.0383, 0.3872, 3.0961], [5.7022, 1.2849, 2.7682], [5.5044, 0.4675, 1.6736], [2.5584, 2.1841, 3.6152], [2.9222, 0.9887, 2.3502], [3.4655, 0.7422, 3.9619], [3.6725, 3.9917, 1.8953], [5.2487, 3.5474, 1.1971], [3.7823, 2.5817, 0.8592], [4.4246, 4.2964, 3.9814], [4.3165, 2.8648, 5.0040], [6.5764, 4.4995, 3.8798], [6.3273, 4.0648, 5.4576], [7.0967, 1.8088, 5.1920], [8.3181, 2.8826, 4.3432], [7.3357, 2.0406, 0.9123], [8.6678, 2.7361, 1.8889], [7.0840, 3.5494, 1.9244], [8.0040, -0.0729, 2.1085], [7.6555, -0.3265, 3.8256], [9.0588, 0.5527, 3.4415], [5.5601, 1.0251, 0.8942], [-1.4351, 1.2165, 6.3610], [-1.9699, 2.4290, 5.5085], [-3.3810, 2.0393, 4.8415], [-2.2833, 3.7054, 6.4443], [-2.6241, 5.0182, 5.7106], [-1.5480, 5.3909, 4.7139], [-1.1035, 4.1796, 3.7869], [-2.0333, 4.2691, 2.4911], [0.3341, 4.6306, 3.3674], [-0.9965, 2.8335, 4.5553], [-0.6625, 1.8885, 3.6594], [-2.1250, 0.8573, 7.1247], [-1.1954, 0.3965, 5.6841], [-0.4625, 1.5400, 6.7317], [-4.0854, 1.4793, 5.4566], [-3.7788, 2.8845, 4.2797], [-3.1833, 1.2651, 4.1001], [-3.1413, 3.5171, 7.0897], [-1.4441, 3.7629, 7.1375], [-3.5705, 4.9873, 5.1707], [-2.6603, 5.7711, 6.4979], [-0.7072, 5.7575, 5.3029], [-2.1139, 6.1609, 4.1897], [-1.9041, 3.3819, 1.8712], [-1.6027, 5.0302, 1.8404], [-3.0872, 4.4139, 2.7285], [0.3393, 5.7009, 3.1611], [0.7296, 4.0481, 2.5354], [1.1223, 4.3839, 4.0787], [0.2514, 1.7159, 3.8974], [-2.6551, -6.0377, -4.7394], [-2.3923, -4.4848, -4.5421], [-2.8829, -4.1069, -3.1645], [-0.8893, -4.1461, -4.6277], [-0.2777, -4.1551, -6.0175], [-1.0412, -3.3923, -7.0194], [-2.6101, -3.6633, -6.9594], [-3.2217, -2.4528, -7.8006], [-2.7958, -4.9676, -7.6888], [-3.0891, -3.6848, -5.5296], [-4.4513, -3.7324, -5.3365], [-3.5721, -6.3313, -5.2503], [-1.7469, -6.4860, -5.1421], [-2.8112, -6.5324, -3.7807], [-2.4958, -4.6516, -2.3033], [-2.5415, -3.0759, -3.0710], [-3.9670, -4.0867, -3.0530], [-0.6686, -3.2224, -4.0928], [-0.4067, -4.8897, -3.9934], [0.7770, -3.8813, -5.9923], [-0.2918, -5.1757, -6.4000], [-0.5821, -3.4534, -8.0061], [-0.8183, -2.3815, -6.6779], [-2.6083, -2.2926, -8.6874], [-3.0482, -1.5163, -7.2705], [-4.2458, -2.5681, -8.1555], [-2.1086, -5.7291, -7.3201], [-2.5659, -4.9173, -8.7531], [-3.8463, -5.2430, -7.5956], [-4.5770, -2.8376, -5.0120], [6.1599, -4.0721, 4.6925], [5.2282, -3.6862, 3.4706], [4.6753, -2.2910, 3.7470], [6.1565, -3.4549, 2.2051], [5.5810, -3.4112, 0.7833], [4.7815, -4.6621, 0.6034], [3.6494, -4.7940, 1.6843], [2.6222, -3.6973, 1.3827], [3.0722, -6.1697, 1.3337], [4.2905, -4.7549, 3.0468], [3.4279, -5.0419, 4.0683], [5.5470, -4.2955, 5.5658], [6.6135, -5.0490, 4.5253], [6.9685, -3.3805, 4.9290], [5.4051, -1.5770, 4.1287], [4.2563, -1.8153, 2.8603], [3.8688, -2.5742, 4.4234], [6.7678, -2.5525, 2.1970], [6.9704, -4.1780, 2.2582], [5.0970, -2.4392, 0.6879], [6.4809, -3.4259, 0.1684], [5.4781, -5.4999, 0.5714], [4.4045, -4.5526, -0.4135], [2.0720, -3.8836, 0.4604], [3.0229, -2.6992, 1.2055], [1.9761, -3.4284, 2.2184], [2.5187, -6.2533, 0.3985], [2.4368, -6.6028, 2.1063], [3.9231, -6.8468, 1.2582], [3.7964, -5.7551, 4.5948], [-5.7701, 4.7632, -2.1229], [-6.0046, 4.1889, -0.6427], [-5.0617, 4.9721, 0.2364], [-7.5152, 4.3354, -0.2924], [-7.9017, 3.6224, 1.0269], [-7.5353, 2.1412, 1.0188], [-6.0552, 1.8218, 0.6080], [-5.1180, 2.0079, 1.8157], [-5.9774, 0.3080, 0.3053], [-5.6685, 2.7083, -0.5699], [-4.4950, 2.3501, -1.1754], [-6.0081, 5.8092, -2.3159], [-4.7112, 4.7218, -2.3778], [-6.3766, 4.1970, -2.8298], [-4.9347, 6.0033, -0.0932], [-5.3553, 5.1547, 1.2701], [-4.0232, 4.6578, 0.1321], [-7.8561, 5.3614, -0.1535], [-8.0968, 3.9681, -1.1379], [-7.4057, 4.2169, 1.7941], [-8.9834, 3.6799, 1.1483], [-8.2450, 1.5822, 0.4089], [-7.6192, 1.7418, 2.0295], [-4.0651, 1.7656, 1.6717], [-5.4406, 1.4191, 2.6744], [-4.9250, 3.0533, 2.0561], [-6.8402, -0.0353, -0.2654], [-5.9006, -0.2282, 1.2512], [-5.0692, 0.0809, -0.2530], [-4.8807, 2.0056, -1.9842], [-6.0110, 2.9765, -5.4702], [-6.4089, 1.8453, -4.4741], [-5.2946, 1.2323, -3.6728], [-4.2631, 0.1452, -4.4035], [-3.1069, 0.0000, -3.0120], [-5.0084, -1.0877, -4.6770], [-3.6131, 0.8673, -5.4556], [-5.2641, 3.5351, -4.9061], [-6.7877, 3.6751, -5.7815], [-5.5281, 2.6988, -6.4071], [-7.2072, 2.2657, -3.8624], [-6.8474, 1.0098, -5.0198], [-2.2867, -0.6316, -3.3535], [-3.5555, -0.5190, -2.1649], [-2.8030, 0.9998, -2.7019], [-0.1714, -0.8302, -2.0825], [-0.4410, -1.5412, -0.8674], [-0.6431, -2.9788, -0.9212], [0.7498, -1.1721, 0.2442], [0.3862, -0.0180, 0.9680], [-1.1130, 0.1116, 1.0132], [-1.6559, -0.7974, 0.0794], [0.9103, 0.0386, 1.9220], [0.8200, 0.8045, 0.3993], [-1.5348, 1.0801, 0.7447], [-1.5171, -0.1888, 1.9799]], "forces_ev_per_a": [[-0.416, 0.299, -1.153], [0.003, -0.666, -0.251], [-0.452, -0.065, 0.932], [-1.534, -0.213, 0.226], [-0.213, -0.906, -0.896], [0.409, -0.219, -0.269], [-1.070, -1.103, 0.021], [1.671, 0.173, 0.745], [-0.772, 0.085, 0.563], [-1.625, 1.828, -0.564], [2.232, -0.845, 0.814], [0.049, 0.570, -0.404], [-0.111, 0.464, 0.815], [-0.031, 0.083, 0.684], [-0.176, -0.366, 0.033], [0.017, 0.249, -0.043], [-0.050, -0.174, -0.045], [0.740, 0.237, 0.013], [0.259, 0.017, -0.229], [0.199, 0.541, -0.391], [0.285, -0.368, 0.336], [-0.126, -0.444, -0.162], [0.611, 0.243, -0.050], [-0.024, -0.003, -0.141], [-0.555, 0.225, -0.394], [-0.026, -0.601, 0.118], [0.307, 0.266, -0.231], [-0.253, 0.371, 0.256], [0.403, 0.462, -0.392], [0.284, -0.025, 0.086], [0.345, -1.158, 0.781], [-0.070, 0.023, 0.913], [-0.458, 1.522, -0.469], [-0.487, -1.020, -0.422], [0.408, -0.272, 0.530], [-0.175, 1.188, 0.131], [1.215, -0.931, -0.496], [-1.797, 0.698, 1.485], [0.669, 0.098, -0.536], [-2.848, 0.595, -1.399], [0.844, 0.024, -0.337], [-0.194, 0.671, -0.221], [0.665, 0.138, 0.469], [-0.235, 0.795, -0.391], [-0.074, 0.152, 0.799], [-0.127, -0.408, -0.509], [0.639, -1.104, -0.221], [0.543, -0.022, 0.062], [-0.329, 0.149, -0.027], [0.364, -0.167, -0.064], [-0.135, -0.049, -0.012], [-0.120, -0.211, 0.398], [-0.387, 0.234, -0.141], [0.510, -0.418, -0.715], [-0.018, 0.663, 0.123], [0.210, -0.623, -0.157], [0.018, 0.053, 0.057], [0.075, -0.028, -0.102], [0.062, -0.095, -0.013], [0.811, -0.542, 0.586], [1.015, -0.978, 0.693], [-0.768, 0.383, -0.354], [-0.346, -0.739, 0.225], [0.064, -0.529, -0.342], [2.514, -0.119, 1.494], [-2.223, -1.119, -0.209], [0.655, -0.659, 0.415], [0.009, -0.602, -0.469], [-0.835, 0.709, -0.660], [1.666, 3.049, 0.125], [-0.524, -0.718, -0.217], [0.141, 0.061, -0.146], [0.238, 0.029, -0.022], [-0.206, -0.205, -0.270], [-0.676, -0.189, 0.053], [-0.227, 0.080, 0.113], [0.401, 1.114, 0.022], [-0.547, 0.203, -0.251], [-0.629, -0.349, 0.248], [0.228, 0.084, -0.271], [0.070, -0.001, -0.644], [-0.089, 0.101, 0.161], [0.008, -0.387, -0.102], [-0.680, 0.148, -0.072], [0.556, 0.430, -0.330], [0.401, 0.155, 0.075], [-0.135, 0.587, 0.308], [-0.033, -0.531, -0.612], [0.514, 0.335, 0.417], [-0.627, -0.535, 0.551], [-0.411, -0.209, -0.121], [0.525, -1.045, 0.924], [0.228, -0.060, 0.217], [1.736, -0.049, 0.006], [0.667, -0.690, -0.419], [-2.124, 1.065, -0.471], [-1.638, 2.270, -0.338], [0.491, -1.327, 1.367], [-0.469, -0.510, -0.403], [0.421, 1.105, 2.496], [-0.066, -0.363, -0.258], [-0.226, 0.215, -0.179], [0.039, 0.172, -0.236], [0.518, 0.177, 0.144], [-0.004, 0.085, -0.177], [-0.235, 0.130, -0.117], [0.134, -0.093, -0.111], [-0.871, -0.315, -0.367], [0.010, -0.181, -0.084], [0.183, -0.201, -0.579], [-0.085, -0.412, 0.332], [0.534, -0.313, -0.018], [0.119, -0.330, 0.334], [0.167, 0.459, -0.326], [0.076, 0.152, -0.391], [0.103, -0.205, -0.226], [0.413, -0.347, 0.102], [-0.453, 0.024, -0.074], [0.073, 0.488, -0.426], [0.067, 0.197, -0.624], [0.298, 1.145, -1.425], [-3.612, 0.194, 1.414], [1.796, -0.737, -0.473], [-0.100, -1.243, -0.634], [0.961, -1.245, 0.685], [-0.753, -1.328, 0.668], [-0.060, 1.486, 0.413], [1.357, -1.148, 0.805], [0.083, -1.452, -0.253], [0.036, 4.573, 0.341], [0.655, -2.102, -1.563], [0.091, 0.312, 0.007], [-0.302, -0.216, -0.037], [-0.070, -0.050, 0.631], [-0.138, 0.806, 0.612], [-0.377, -0.057, 0.403], [0.344, 0.026, -0.460], [-0.079, -0.641, -0.044], [0.290, 0.615, -0.144], [-0.264, -0.288, 0.392], [-0.351, 0.277, -0.187], [0.180, 0.230, -0.421], [1.188, 0.354, -0.831], [-0.270, -0.401, 0.184], [-0.404, 0.506, 0.295], [0.116, 0.156, -0.105], [0.075, -0.156, -0.192], [-0.443, 0.287, -0.625], [-0.403, 0.365, 0.882], [0.267, -0.415, -0.307], [0.490, 0.148, 0.788], [-0.265, -1.732, -0.563], [-0.229, 1.343, 0.473], [0.012, -0.528, 0.498], [0.222, -2.217, 0.234], [-0.904, 1.972, 1.283], [1.047, 1.262, -0.890], [0.747, -0.642, 0.728], [-0.589, -0.504, -0.332], [2.419, 1.408, -0.911], [-0.767, -0.366, -0.801], [0.257, 0.493, -0.609], [-0.310, -0.282, -0.451], [0.308, 0.185, 0.369], [0.387, -0.266, -0.413], [-0.167, 0.287, 0.505], [0.022, -0.247, -0.289], [-0.286, 0.432, -0.228], [0.276, -0.219, -0.078], [0.023, 0.206, 0.083], [0.311, -0.550, 0.354], [-0.543, -0.354, -0.215], [-0.649, 0.770, -0.381], [0.105, -0.505, -0.207], [-0.545, -0.030, 0.400], [-0.084, -0.060, 0.450], [-0.433, -0.173, 0.275], [-0.075, 0.461, -0.116], [0.052, -0.527, 0.025], [-0.806, 0.234, 0.021], [-1.274, -1.426, -0.810], [2.635, 1.486, -2.553], [-1.492, -0.817, 0.149], [1.410, -0.230, 0.336], [1.046, -0.253, 2.002], [-0.307, 1.202, -0.435], [0.686, 0.345, -1.385], [-0.131, 1.110, 0.412], [0.176, -0.936, 1.292], [1.860, -0.120, -0.946], [-1.988, 0.250, 1.039], [-0.100, 0.639, 0.283], [0.258, -0.061, -0.465], [-0.400, 0.297, -0.223], [-0.026, -0.350, 0.377], [-0.115, -0.166, -0.079], [-0.322, 1.128, 0.549], [-0.326, 0.613, 1.161], [-0.174, -0.751, -0.252], [-0.446, -0.242, -0.468], [-0.191, 0.158, -0.459], [-0.166, -0.189, 0.411], [-0.879, -0.639, 0.001], [-0.303, -0.384, 0.257], [0.798, -0.069, -0.152], [-0.442, -0.855, -0.008], [0.129, 0.620, -0.034], [-0.184, 0.250, 0.162], [-0.015, -0.202, -0.025], [0.244, -0.257, -0.271], [-0.042, -1.099, 0.710], [0.080, 0.022, -0.712], [0.546, 1.710, 0.315], [0.155, -0.520, 0.446], [0.320, 0.006, -1.145], [1.192, 0.264, 0.334], [0.205, 0.618, -0.090], [0.717, 0.945, 0.032], [0.156, 0.612, -0.655], [-3.424, 0.144, 0.875], [1.085, 0.116, -0.116], [-0.451, 0.113, 0.839], [-0.061, -0.467, -0.056], [0.218, -0.204, -0.096], [-0.483, 0.304, -0.467], [0.068, -0.790, 0.223], [-0.049, -0.718, 0.384], [0.573, 0.353, -0.253], [0.015, -0.325, -0.046], [-0.094, -0.398, 0.469], [-0.002, 0.290, 0.225], [0.143, 0.070, -0.288], [-0.232, -0.079, 0.106], [0.034, -0.863, -0.724], [-0.145, 0.283, 0.093], [-0.924, 0.239, 0.447], [0.027, -0.082, -0.011], [-0.241, -0.056, -0.060], [0.034, 0.008, -0.022], [0.711, -0.406, -0.723], [1.272, -0.213, 0.729], [-0.003, -0.567, -1.931], [-0.473, 0.339, -0.696], [-1.030, 0.212, 0.988], [-0.792, -0.463, -0.320], [1.086, 1.955, 0.464], [-0.130, -0.526, -0.131], [0.067, 0.447, -0.190], [-0.471, -0.291, 0.598], [0.049, -0.643, 0.252], [0.640, -0.424, 0.886], [-0.105, -0.045, 0.052], [0.079, 0.325, -0.259], [-0.361, 0.065, -0.158], [0.196, -0.087, -0.286], [-0.528, -0.139, 0.781], [0.021, -0.458, 2.214], [0.205, 2.534, 0.363], [-1.356, -1.637, -1.153], [1.261, 1.857, -0.678], [-1.075, -0.015, 0.777], [1.302, -2.114, -2.602], [-0.367, -0.687, 0.156], [-0.182, 0.365, -0.040], [0.577, 0.279, 0.133], [0.069, 0.072, 0.085]]}